1.
Here is a gas-phase ion, C21H39N4O3S (charge +1) in a non-equilibrium geometry from the Open Molecules 2025 dataset. Energies are from ωB97M-V/def2-TZVPD.

CARTESIAN COORDINATES (ANGSTROEM)
1 C 4.409 1.462 -2.493
2 C 4.472 0.350 -1.450
3 N 4.164 0.752 -0.096
4 C 5.074 1.580 0.674
5 C 4.859 3.080 0.506
6 S 2.561 0.814 0.271
7 O 2.397 1.335 1.595
8 O 1.761 1.424 -0.766
9 C 2.103 -0.925 0.312
10 C 2.936 -1.890 0.842
11 C 2.490 -3.201 0.911
12 C 1.213 -3.558 0.492
13 C 0.737 -4.975 0.591
14 C 0.381 -2.558 -0.020
15 N -0.929 -2.866 -0.455
16 C -1.990 -2.064 -0.270
17 O -1.949 -1.035 0.391
18 C -3.278 -2.501 -0.958
19 N -4.185 -1.374 -0.985
20 C -3.823 -0.287 -1.883
21 C -4.172 1.043 -1.206
22 N -3.323 1.268 -0.012
23 C -4.067 1.712 1.215
24 C -4.595 0.474 1.929
25 C -5.193 2.705 0.941
26 C -2.076 2.060 -0.321
27 C -2.341 3.531 -0.606
28 C -1.056 1.913 0.802
29 C 0.838 -1.252 -0.126
30 H 3.457 1.980 -2.413
31 H 5.219 2.172 -2.357
32 H 4.496 1.031 -3.487
33 H 5.464 -0.113 -1.447
34 H 3.737 -0.421 -1.699
35 H 4.908 1.318 1.723
36 H 6.092 1.297 0.396
37 H 3.833 3.327 0.764
38 H 5.053 3.403 -0.512
39 H 5.527 3.618 1.174
40 H 3.919 -1.617 1.188
41 H 3.140 -3.963 1.311
42 H -0.202 -5.030 1.139
43 H 1.471 -5.587 1.105
44 H 0.581 -5.400 -0.401
45 H -1.065 -3.770 -0.886
46 H -3.734 -3.295 -0.360
47 H -3.044 -2.912 -1.955
48 H -5.137 -1.677 -1.145
49 H -2.750 -0.328 -2.086
50 H -4.344 -0.338 -2.847
51 H -4.057 1.867 -1.910
52 H -5.215 0.995 -0.897
53 H -2.948 0.310 0.235
54 H -3.324 2.191 1.853
55 H -5.281 -0.081 1.294
56 H -3.778 -0.184 2.213
57 H -5.124 0.768 2.830
58 H -5.439 3.213 1.870
59 H -4.912 3.460 0.215
60 H -6.098 2.209 0.598
61 H -1.665 1.596 -1.222
62 H -1.403 3.982 -0.917
63 H -3.061 3.684 -1.406
64 H -2.679 4.054 0.284
65 H -1.238 2.609 1.615
66 H -1.041 0.902 1.196
67 H -0.063 2.119 0.411
68 H 0.229 -0.472 -0.550

Atoms 1-3, force components in eV/Å:
0.022 -0.139 0.156
-0.063 -0.083 -0.612
-1.137 -0.045 0.317

Values from the calculation:
- Gap between HOMO and LUMO: 9.53 eV
- Energy: -1666.33774 Ha
- Structure (SMILES): CCN(CC)S(=O)(=O)c1ccc(C)c(NC(=O)CNCC[NH+](C(C)C)C(C)C)c1
- Energy relative to the best compared isomer or geometry (same formula, charge and spin): 0.0 kcal per mole
- Net charge: +1
- Spin multiplicity: 1
- HOMO energy: -0.4231 hartree
- LUMO: -1.98 eV

2.
Here is 3 unconnected molecules or ions with the total composition C21H39N4O5S2 in a non-equilibrium geometry from the Open Molecules 2025 dataset. Energies are from ωB97M-V/def2-TZVPD.

CARTESIAN COORDINATES (ANGSTROEM)
1 C 7.485 -4.567 -2.142
2 C 7.004 -3.101 -1.734
3 C 6.186 -3.090 -0.378
4 C 6.327 -2.307 -2.917
5 C 4.809 -2.612 -3.169
6 C 4.429 -4.145 -3.197
7 C 3.830 -1.777 -2.210
8 O 2.818 -2.719 -1.758
9 N 1.662 -2.097 -1.335
10 C 1.667 -0.986 -0.538
11 N 1.703 -1.162 0.891
12 N 1.598 0.295 -0.980
13 C 0.377 -2.644 -1.669
14 C -0.821 -1.798 -1.816
15 C -2.075 -2.484 -2.114
16 C -2.028 -3.933 -2.240
17 N -0.933 -4.738 -2.148
18 C 0.211 -4.082 -1.869
19 H 8.470 -4.825 -1.671
20 H 7.512 -4.673 -3.258
21 H 6.743 -5.342 -1.789
22 H 7.964 -2.553 -1.502
23 H 6.133 -2.006 -0.060
24 H 6.826 -3.592 0.390
25 H 5.157 -3.511 -0.464
26 H 6.495 -1.210 -2.721
27 H 6.924 -2.540 -3.844
28 H 4.573 -2.225 -4.202
29 H 4.433 -4.646 -2.203
30 H 3.444 -4.234 -3.733
31 H 5.171 -4.638 -3.886
32 H 3.279 -1.016 -2.838
33 H 4.382 -1.303 -1.353
34 H 2.324 -1.952 1.113
35 H 0.768 -1.486 1.184
36 H 1.881 0.378 -1.962
37 H 2.142 0.936 -0.386
38 H -0.786 -0.691 -1.709
39 H -3.031 -1.935 -2.231
40 H -3.005 -4.444 -2.434
41 H 1.138 -4.706 -1.782
42 C -2.174 3.472 1.716
43 C -0.849 2.906 1.200
44 C -0.982 1.380 1.173
45 S -2.726 1.034 0.938
46 O -3.227 0.383 2.122
47 O -2.929 0.486 -0.385
48 C -3.267 2.735 0.952
49 H -2.241 4.549 1.566
50 H -2.268 3.274 2.787
51 H -0.664 3.277 0.187
52 H -0.007 3.217 1.821
53 H -0.415 0.940 0.355
54 H -0.675 0.935 2.120
55 H -4.245 2.809 1.424
56 H -3.321 3.076 -0.083
57 C -7.541 3.976 3.330
58 C -7.343 4.521 4.748
59 C -6.117 5.438 4.720
60 S -6.013 6.086 3.052
61 O -4.807 5.580 2.434
62 O -6.332 7.490 3.064
63 C -7.407 5.178 2.402
64 H -8.509 3.487 3.215
65 H -6.763 3.241 3.105
66 H -8.226 5.095 5.043
67 H -7.217 3.718 5.475
68 H -6.215 6.266 5.421
69 H -5.199 4.886 4.925
70 H -7.220 4.903 1.365
71 H -8.284 5.824 2.466

Atoms 1-3, force components in eV/Å:
-0.977 -0.030 0.213
0.635 -0.346 0.172
1.029 0.960 -0.503

Values from the calculation:
- Gap between HOMO and LUMO: 6.32 eV
- Energy: -2214.74697 Ha
- Net charge: +1
- Spin multiplicity: 1
- HOMO energy: -0.4348 hartree
- LUMO: -5.51 eV

3.
Here is 3 unconnected molecules or ions with the total composition C21H39NO10P in a non-equilibrium geometry from the Open Molecules 2025 dataset. Energies are from ωB97M-V/def2-TZVPD.

CARTESIAN COORDINATES (ANGSTROEM)
1 C 0.507 4.589 4.424
2 C 0.592 4.581 3.001
3 C 1.101 4.487 1.412
4 C 0.417 3.240 0.596
5 O 0.896 3.134 -0.822
6 P 0.796 1.485 -1.451
7 C 2.671 1.295 -1.786
8 C 3.098 -0.164 -2.425
9 C 3.878 -1.070 -1.288
10 O 0.897 0.656 0.090
11 C 0.655 1.693 1.148
12 O 1.562 1.469 2.284
13 C 0.835 0.976 3.479
14 C 0.269 -0.557 3.345
15 N -0.937 -0.875 4.201
16 C -2.216 -0.990 3.404
17 C -2.868 0.433 2.916
18 C -2.780 1.652 4.008
19 O -4.332 0.165 2.717
20 H 0.683 4.824 5.582
21 H 0.735 5.491 0.909
22 H 2.268 4.331 1.359
23 H -0.766 3.381 0.654
24 H 0.774 2.059 -2.787
25 H 0.368 0.262 -2.138
26 H -0.652 1.710 -1.360
27 H 3.312 1.526 -0.818
28 H 2.956 2.151 -2.565
29 H 3.875 -0.040 -3.322
30 H 2.165 -0.749 -2.857
31 H 4.857 -1.557 -1.766
32 H 3.208 -1.952 -0.863
33 H 4.258 -0.415 -0.373
34 H -0.427 1.405 1.488
35 H 0.042 1.775 3.799
36 H 1.643 0.953 4.357
37 H 1.146 -1.268 3.733
38 H 0.138 -0.840 2.198
39 H -1.024 -0.255 5.035
40 H -3.054 -1.656 3.919
41 H -1.931 -1.582 2.407
42 H -2.488 0.789 1.842
43 H -2.606 1.244 5.096
44 H -3.838 2.203 4.036
45 H -2.009 2.510 3.703
46 H -4.698 0.996 2.282
47 C 5.419 -3.922 -6.144
48 C 6.316 -2.868 -5.519
49 C 7.749 -3.288 -5.407
50 O 8.224 -2.443 -4.373
51 C 7.146 -2.212 -3.564
52 O 7.213 -1.703 -2.455
53 O 5.987 -2.629 -4.158
54 H 5.138 -3.621 -7.159
55 H 5.928 -4.887 -6.237
56 H 4.505 -4.078 -5.563
57 H 6.207 -1.915 -6.052
58 H 8.310 -3.134 -6.333
59 H 7.874 -4.326 -5.078
60 C -7.450 -1.459 1.998
61 C -7.316 -1.283 0.495
62 C -7.544 0.122 0.031
63 O -7.894 -0.069 -1.329
64 C -8.507 -1.290 -1.382
65 O -9.135 -1.705 -2.344
66 O -8.330 -1.980 -0.214
67 H -6.463 -1.607 2.447
68 H -7.877 -0.571 2.475
69 H -8.081 -2.316 2.254
70 H -6.350 -1.677 0.154
71 H -6.654 0.751 0.126
72 H -8.388 0.613 0.530

Atoms 1-3, force components in eV/Å:
1.428 0.516 -9.530
0.849 -0.119 9.322
-0.654 -0.507 0.415

Values from the calculation:
- Gap between HOMO and LUMO: 6.36 eV
- Energy: -1971.69346 Ha
- Net charge: -1
- Spin multiplicity: 1
- HOMO energy: -0.1540 hartree
- LUMO: 2.17 eV

4.
Here is 3 unconnected molecules or ions with the total composition C21H40BFO13 in a non-equilibrium geometry from the Open Molecules 2025 dataset. Energies are from ωB97M-V/def2-TZVPD.

CARTESIAN COORDINATES (ANGSTROEM)
1 O 3.859 1.577 1.932
2 C 4.067 0.866 0.990
3 O 5.087 1.109 0.134
4 C 3.240 -0.347 0.643
5 C 1.944 -0.428 1.403
6 O 1.225 0.809 1.442
7 C -0.092 0.420 1.612
8 O -0.819 0.829 2.474
9 C -0.298 -0.621 0.542
10 C -1.634 -1.341 0.448
11 B -2.726 -0.315 -0.081
12 O -2.634 0.126 -1.398
13 O -3.754 0.077 0.737
14 C 0.975 -1.437 0.708
15 C 0.860 -2.742 1.521
16 C 1.820 -3.720 0.931
17 O 1.650 -4.326 -0.098
18 F 2.972 -3.859 1.608
19 H 5.255 0.302 -0.352
20 H 3.798 -1.247 0.866
21 H 3.079 -0.350 -0.426
22 H 2.095 -0.682 2.437
23 H -0.200 -0.052 -0.373
24 H -1.533 -2.097 -0.320
25 H -1.936 -1.768 1.392
26 H -2.094 0.914 -1.436
27 H -3.686 1.013 0.926
28 H 1.271 -1.744 -0.284
29 H -0.114 -3.196 1.472
30 H 1.161 -2.575 2.540
31 C -6.117 -5.870 -3.499
32 O -5.556 -6.270 -2.268
33 C -4.160 -6.500 -2.302
34 C -3.439 -5.890 -1.118
35 O -3.387 -4.473 -1.090
36 C -4.569 -3.727 -0.840
37 C -5.121 -3.816 0.568
38 O -5.668 -5.091 0.853
39 C -5.303 -5.622 2.109
40 H -6.318 -6.736 -4.138
41 H -7.060 -5.368 -3.284
42 H -5.468 -5.168 -4.031
43 H -3.720 -6.111 -3.227
44 H -3.989 -7.585 -2.284
45 H -2.394 -6.201 -1.195
46 H -3.817 -6.293 -0.177
47 H -5.339 -3.941 -1.582
48 H -4.272 -2.686 -0.996
49 H -5.919 -3.070 0.667
50 H -4.327 -3.563 1.279
51 H -4.253 -5.420 2.342
52 H -5.443 -6.702 2.063
53 H -5.939 -5.220 2.905
54 C 2.022 8.717 0.262
55 O 2.946 7.967 -0.494
56 C 4.301 8.329 -0.297
57 C 5.210 7.128 -0.133
58 O 5.052 6.389 1.065
59 C 3.883 5.607 1.265
60 C 3.761 4.370 0.401
61 O 3.519 4.693 -0.964
62 C 4.297 3.965 -1.886
63 H 1.795 9.670 -0.227
64 H 1.104 8.133 0.334
65 H 2.387 8.906 1.276
66 H 4.409 8.980 0.577
67 H 4.637 8.894 -1.176
68 H 6.231 7.517 -0.080
69 H 5.168 6.480 -1.010
70 H 2.982 6.220 1.206
71 H 3.957 5.259 2.297
72 H 2.913 3.782 0.767
73 H 4.666 3.769 0.509
74 H 5.324 3.832 -1.533
75 H 4.322 4.533 -2.817
76 H 3.852 2.983 -2.088

Atoms 1-3, force components in eV/Å:
0.232 -0.238 -0.444
-0.022 0.272 0.813
0.052 0.149 0.374

Values from the calculation:
- Gap between HOMO and LUMO: 8.92 eV
- Energy: -1926.98100 Ha
- Structure (SMILES): O=C(O)C[C@H]1OC(=O)[C@H](CB(O)O)[C@@H]1CC(=O)F.COCCOCCOC.COCCOCCOC
- Energy relative to the best compared isomer or geometry (same formula, charge and spin): 18.0 kcal per mole
- Spin multiplicity: 1
- HOMO energy: -0.3268 hartree
- LUMO: 0.03 eV

5.
Here is a molecular structure, C21H40Cl3LaN4O4Si in a non-equilibrium geometry from the Open Molecules 2025 dataset. Energies are from ωB97M-V/def2-TZVPD.

CARTESIAN COORDINATES (ANGSTROEM)
1 C 0.616 2.911 -1.694
2 C -0.871 2.983 -1.730
3 H 1.043 3.098 -2.682
4 H 0.973 1.937 -1.314
5 H 0.978 3.682 -0.995
6 C -1.671 3.372 -2.741
7 C -1.196 3.926 -4.027
8 H -2.752 3.339 -2.601
9 H -0.105 3.902 -4.149
10 H -1.527 4.970 -4.134
11 H -1.648 3.377 -4.865
12 La -0.630 -0.266 0.761
13 Cl -0.281 1.514 2.756
14 Cl 1.883 -0.295 -0.020
15 H -0.065 -4.274 4.635
16 H 2.028 -2.921 5.420
17 C 0.285 -4.117 3.613
18 C 2.307 -2.821 4.377
19 N 1.119 -2.910 3.603
20 H -0.570 -4.017 2.928
21 C 0.765 -1.939 2.805
22 O -0.243 -2.211 2.097
23 H 2.750 -1.840 4.182
24 H 1.371 -0.978 2.756
25 H 0.908 -4.965 3.316
26 H 2.976 -3.618 4.066
27 H -0.095 0.429 -3.157
28 H -2.543 0.629 -3.789
29 C -0.209 -0.660 -3.038
30 C -2.586 -0.469 -3.746
31 N -1.623 -0.959 -2.787
32 H 0.410 -1.006 -2.200
33 C -2.055 -1.513 -1.658
34 O -1.281 -2.002 -0.793
35 H -3.588 -0.790 -3.430
36 H -3.153 -1.557 -1.513
37 H 0.086 -1.157 -3.973
38 H -2.353 -0.889 -4.732
39 O -1.509 1.116 -0.822
40 C -1.532 2.460 -0.489
41 C -3.999 1.886 -0.696
42 C -2.986 2.739 -0.226
43 H -3.735 0.948 -1.190
44 C -5.326 2.274 -0.523
45 H -0.928 2.726 0.399
46 C -3.278 3.918 0.446
47 H -6.118 1.629 -0.903
48 C -5.632 3.473 0.131
49 C -4.602 4.287 0.617
50 H -2.446 4.530 0.802
51 H -6.674 3.772 0.266
52 H -4.827 5.216 1.135
53 Si 6.512 -1.371 -0.846
54 Cl 6.666 0.018 -2.368
55 C 5.691 -2.900 -1.559
56 C 5.481 -0.603 0.513
57 C 8.256 -1.754 -0.251
58 H 4.692 -2.653 -1.944
59 H 5.582 -3.674 -0.786
60 H 6.289 -3.315 -2.383
61 H 8.867 -2.164 -1.068
62 H 8.232 -2.491 0.565
63 H 8.748 -0.844 0.121
64 H 4.474 -0.350 0.145
65 H 5.959 0.313 0.890
66 H 5.369 -1.304 1.354
67 N -3.419 -2.413 3.163
68 C -3.068 -1.113 3.101
69 N -3.471 -0.161 3.946
70 O -2.369 -0.734 2.160
71 H -4.098 -2.689 3.840
72 H -3.017 -3.051 2.482
73 H -3.092 0.772 3.798
74 H -4.149 -0.391 4.637

Atoms 1-3, force components in eV/Å:
0.200 0.243 0.051
-1.500 1.445 -0.534
0.148 -0.064 0.202

Values from the calculation:
- Gap between HOMO and LUMO: 7.29 eV
- Energy: -3046.12767 Ha
- Energy relative to the best compared isomer or geometry (same formula, charge and spin): 34.7 kcal per mole
- Spin multiplicity: 1
- HOMO energy: -0.2722 hartree
- LUMO: -0.11 eV

6.
Here is 7 unconnected molecules or ions with the total composition C21H40O21 in a non-equilibrium geometry from the Open Molecules 2025 dataset. Energies are from ωB97M-V/def2-TZVPD.

CARTESIAN COORDINATES (ANGSTROEM)
1 C -14.350 -17.436 6.649
2 O -14.840 -18.165 7.790
3 C -16.134 -18.279 7.940
4 O -16.978 -17.779 7.225
5 O -16.294 -18.705 9.155
6 C -17.616 -18.569 9.786
7 H -14.897 -16.519 6.429
8 H -14.495 -17.999 5.727
9 H -13.270 -17.343 6.765
10 H -18.039 -17.610 9.487
11 H -17.506 -18.740 10.857
12 H -18.308 -19.345 9.458
13 C -10.342 -16.273 9.927
14 O -11.191 -17.378 10.050
15 C -11.498 -18.259 9.081
16 O -11.085 -18.174 7.915
17 O -12.365 -19.184 9.636
18 C -12.938 -20.204 8.805
19 H -10.857 -15.507 9.347
20 H -9.515 -16.567 9.280
21 H -9.942 -15.914 10.875
22 H -12.793 -19.964 7.752
23 H -14.012 -20.315 8.956
24 H -12.592 -21.200 9.082
25 C -17.295 -11.217 5.499
26 O -18.277 -11.630 6.481
27 C -19.243 -10.752 6.814
28 O -19.583 -9.818 6.085
29 O -19.795 -11.150 7.980
30 C -21.060 -10.525 8.309
31 H -16.694 -12.084 5.225
32 H -16.635 -10.393 5.771
33 H -17.778 -10.865 4.587
34 H -20.956 -9.440 8.298
35 H -21.444 -10.918 9.250
36 H -21.826 -10.898 7.629
37 C -18.347 -12.563 13.697
38 O -18.355 -11.741 14.829
39 C -19.377 -11.059 15.243
40 O -20.470 -11.150 14.726
41 O -19.016 -10.308 16.304
42 C -19.888 -9.206 16.620
43 H -17.346 -12.948 13.502
44 H -18.636 -11.923 12.863
45 H -19.032 -13.398 13.843
46 H -20.546 -9.247 17.488
47 H -20.469 -8.895 15.753
48 H -19.276 -8.333 16.846
49 C -17.916 -12.633 9.981
50 O -16.954 -13.450 10.569
51 C -16.278 -14.312 9.823
52 O -16.348 -14.397 8.579
53 O -15.337 -14.888 10.575
54 C -14.393 -15.799 10.031
55 H -17.689 -11.569 10.039
56 H -18.848 -12.852 10.503
57 H -18.076 -12.823 8.920
58 H -14.273 -15.653 8.958
59 H -14.723 -16.824 10.203
60 H -13.399 -15.704 10.468
61 C -12.442 -10.080 3.826
62 O -12.627 -11.133 4.805
63 C -13.452 -10.964 5.827
64 O -14.006 -9.915 6.151
65 O -13.390 -12.086 6.681
66 C -14.345 -12.267 7.715
67 H -13.262 -9.364 3.778
68 H -12.389 -10.440 2.798
69 H -11.585 -9.507 4.181
70 H -15.387 -12.199 7.403
71 H -14.126 -11.556 8.512
72 H -14.162 -13.178 8.284
73 O -15.685 -9.910 10.722
74 C -15.034 -10.722 11.277
75 O -15.524 -11.475 12.293
76 C -14.454 -12.107 12.928
77 C -13.433 -12.286 11.794
78 O -13.755 -11.159 10.973
79 H -14.221 -11.413 13.735
80 H -14.786 -13.038 13.388
81 H -13.512 -13.264 11.319
82 H -12.388 -12.293 12.105

Atoms 1-3, force components in eV/Å:
-0.191 -0.601 -0.998
1.902 0.107 -1.174
-1.255 3.154 -0.723

Values from the calculation:
- Gap between HOMO and LUMO: 10.83 eV
- Energy: -2404.16301 Ha
- Structure (SMILES): COC(=O)OC.COC(=O)OC.COC(=O)OC.COC(=O)OC.COC(=O)OC.COC(=O)OC.O=C1OCCO1
- Energy relative to the best compared isomer or geometry (same formula, charge and spin): 60.9 kcal per mole
- Spin multiplicity: 1
- HOMO energy: -0.3848 hartree
- LUMO: 0.36 eV